# 1
61
Properties=species:S:1:pos:R:3:forces:R:3 method="wB97M-V/def2-TZVPD" charge=-1 max_force_ev_per_a=0.7 homo_energy_ev=-3.06 e_above_lowest_kj_mol=53.5
H -0.995866 2.155692 1.616296 0.021 0.011 0.015
H 3.094825 -1.201974 4.072159 0.013 -0.007 -0.007
O -0.305012 -0.612763 1.179922 -0.054 -0.228 0.037
H -2.166937 2.920452 0.579222 -0.002 -0.004 0.014
H 1.366687 5.706528 0.988001 -0.014 -0.007 -0.015
H -2.132272 -4.199828 -2.709305 0.001 0.002 0.000
H -2.191539 5.651892 -2.537817 0.008 -0.001 -0.011
C 2.122685 5.232984 0.359455 -0.010 0.032 0.001
H 1.968771 3.282938 1.303832 0.000 0.032 0.013
C 0.048217 -4.066123 1.240112 0.000 -0.025 0.001
H -5.785976 -2.741427 -1.053799 0.003 0.010 0.001
H 0.939009 -5.938720 -0.911645 0.008 0.017 -0.009
H -4.644720 -2.329696 1.101254 -0.004 -0.004 0.000
C -1.903338 4.698841 -2.083042 -0.004 -0.011 -0.018
C -1.171488 3.047628 1.009965 -0.039 -0.075 -0.040
H 4.306628 -1.039525 -2.560156 0.005 0.004 0.003
H -0.265320 -5.675379 -2.172071 -0.005 0.002 0.001
Te -2.765539 0.675968 -2.250334 0.052 -0.270 -0.077
H -4.516393 -3.688744 -2.951247 0.003 0.005 -0.001
C -2.033116 -3.612672 -0.639886 0.017 0.030 0.043
C -2.687147 -3.832056 -1.853325 -0.014 0.000 -0.003
H 1.858766 -0.621994 -2.841106 -0.021 -0.038 0.004
C 4.171742 -1.096188 -0.426914 0.007 0.010 -0.033
H -0.622809 -4.823302 1.651936 0.002 -0.006 -0.005
H 3.103106 5.510528 0.760091 -0.007 0.001 0.024
C 2.291444 -0.750400 -1.855079 -0.042 0.208 0.014
C -0.439570 4.709023 -1.652171 -0.049 0.032 0.052
C -4.744633 -3.007490 -0.929787 -0.002 -0.005 0.013
H -1.785237 4.316430 2.665316 -0.009 0.000 -0.006
C 3.310748 -1.013069 0.687696 -0.040 0.013 0.041
C 0.925056 -0.757707 1.468170 0.033 0.048 0.002
Sb 0.167090 2.874736 -0.671537 0.197 -0.025 -0.069
H 1.082537 -4.377098 1.398061 0.006 0.011 -0.004
H -0.073604 4.435464 2.274701 -0.003 -0.007 0.008
H -0.783963 -6.225444 -0.564734 0.004 0.000 0.006
H 2.039830 5.685246 -0.631025 0.026 -0.007 -0.005
C 3.711202 -1.145897 2.038742 -0.039 0.006 -0.029
P -0.218169 -3.831692 -0.560681 -0.040 -0.090 0.119
C -0.077479 -5.590573 -1.102328 0.003 0.028 -0.027
H -2.269060 -2.852679 1.363061 0.004 0.007 -0.002
C 3.666466 -0.971969 -1.691228 0.062 0.009 0.030
N 1.472866 -0.656813 -0.836395 0.059 -0.352 -0.232
C -1.068118 4.319011 1.838679 -0.001 0.029 0.006
C 1.947699 3.719781 0.299978 0.023 -0.029 0.060
C 1.937840 -0.801064 0.421930 0.015 -0.028 0.014
H 5.228024 -1.263585 -0.264496 0.003 0.000 -0.009
H -1.268816 5.209437 1.237108 0.007 -0.002 -0.004
H 0.218067 4.840733 -2.514947 -0.003 -0.006 -0.004
H -2.566401 4.523655 -1.233309 0.001 0.013 0.003
H -2.102791 3.898374 -2.795604 -0.005 -0.006 0.009
C -2.758662 -3.078297 0.424359 0.003 0.001 0.005
Br 5.541610 -1.409112 2.480021 0.020 -0.004 0.012
Cd -0.894356 -0.647878 -1.020461 -0.192 0.661 0.056
Br 0.192958 -0.912752 4.199895 0.004 0.004 -0.012
H 2.791970 3.273139 -0.232318 -0.012 -0.004 -0.010
H -0.100590 -3.127103 1.771366 -0.001 0.000 -0.005
C 2.784943 -1.094654 3.041456 0.027 -0.007 0.057
C -4.106045 -2.778420 0.276771 -0.003 0.002 -0.007
C 1.426531 -0.914539 2.763598 -0.015 0.040 -0.025
H -0.240641 5.539088 -0.971144 -0.014 -0.006 0.007
C -4.031712 -3.538968 -1.995241 0.006 -0.011 -0.005



# 2
59
Properties=species:S:1:pos:R:3:forces:R:3 method="wB97M-V/def2-TZVPD" charge=+2 max_force_ev_per_a=3.1 homo_energy_ev=-13.94
C -2.454080 2.628494 0.202920 0.434 0.237 0.030
H -3.426960 -2.893066 -1.943481 0.036 0.232 -0.039
H -0.030911 -4.848982 2.040731 0.204 0.023 0.127
H -3.921033 3.919612 1.108969 0.253 -0.031 -0.022
H 1.405327 -5.885956 2.204478 -0.025 -0.009 -0.148
H 2.180192 -3.201056 4.393318 0.022 -0.550 -0.185
C 0.335292 3.100449 -2.722763 0.171 -0.114 -0.129
H 0.732565 -0.553364 2.973103 0.435 -0.134 0.614
H 1.037260 4.685278 -4.008720 -0.057 -0.324 0.039
C -2.858173 3.736256 0.957631 0.111 -0.225 0.003
H -3.186218 1.933566 -0.209355 0.136 0.333 0.094
C -0.123176 3.240007 0.573764 -0.568 -0.050 0.041
H 2.324173 0.717612 -5.063523 -0.143 0.081 0.145
C -1.085210 2.403180 -0.030057 -0.268 0.071 0.268
H -1.567037 -1.721057 -0.742256 -0.235 0.112 -0.295
N 2.520150 -1.552125 2.349408 -0.840 -0.628 1.072
H 0.949646 3.080035 0.405206 -0.274 0.154 -0.037
H -4.842738 -1.668772 -3.551990 0.146 0.143 0.122
C 1.074334 0.855091 -3.313504 -0.011 0.264 0.265
C -1.970258 0.175308 -1.729912 -0.247 -0.433 -0.081
H 4.033618 -2.158791 3.724888 0.209 -0.033 0.114
C -3.828737 0.219736 -3.268773 0.072 -0.021 0.122
C -0.549169 4.318742 1.351620 0.168 -0.110 0.000
H 2.312226 3.149771 -5.496174 -0.185 -0.092 0.243
C 1.740653 -2.664593 1.885119 -1.590 -0.096 -1.023
H -0.231675 3.765967 -2.075043 0.143 -0.081 -0.157
C 1.751696 2.751914 -4.649508 -0.069 -0.138 0.078
H 1.133953 -4.948429 0.713194 0.266 -0.083 0.142
H 4.357332 -2.484019 1.962116 -0.076 0.166 0.438
C -2.785021 0.880502 -2.623402 -0.132 -0.312 -0.041
H -4.276373 1.161920 2.289941 -0.078 -0.309 -0.200
C 0.366424 1.723377 -2.462146 0.013 0.111 -0.011
H -2.220952 5.425994 2.151050 0.086 -0.233 -0.271
N 1.819977 -3.860089 2.408013 0.010 -0.446 0.367
H 1.703334 -1.290397 4.323322 -0.279 0.484 -0.394
C 1.036694 -4.946992 1.800682 -0.133 -0.050 0.046
H 3.404231 -4.331245 3.744839 -0.245 -0.130 0.074
H 0.191315 4.960241 1.819892 -0.107 -0.034 -0.078
C 1.760194 1.374546 -4.405548 0.028 0.158 -0.001
C 2.335840 -4.095208 3.771087 0.256 0.172 0.009
C -3.239196 -1.835987 -2.124769 -0.135 -0.131 -0.010
C 1.035863 3.611563 -3.815953 0.035 -0.055 0.055
C 1.759370 -0.743526 3.363821 0.095 -0.753 -0.022
P -0.532982 0.995082 -1.044954 -0.763 0.543 -0.683
C -2.201255 -1.191305 -1.461097 -0.037 0.733 -0.264
C -4.047038 -1.141444 -3.030187 0.266 0.193 0.146
C 3.932370 -1.797578 2.710265 0.072 0.542 -0.946
H -2.593877 1.939916 -2.812257 -0.071 -0.332 -0.032
C -1.909595 4.582561 1.532473 0.076 -0.278 -0.063
H 4.432700 -0.824687 2.586268 0.092 -0.422 0.260
Cl 3.201371 -1.345684 -1.227050 -0.098 0.310 0.298
N 0.874524 -2.358238 0.895750 0.741 -1.240 1.522
H 1.098554 -0.214688 -3.099062 0.000 0.203 -0.175
H 1.774658 -4.931472 4.196243 0.174 0.233 -0.024
La 1.557425 -0.234223 0.465512 1.620 1.858 -1.915
H -4.462310 0.774647 -3.957774 0.107 -0.198 0.112
H 2.289007 0.189602 3.545560 0.045 0.137 -0.019
H 0.322191 -3.138795 0.550197 0.076 0.302 0.202
H -4.440483 0.560795 1.867877 0.065 0.283 0.212



# 3
58
Properties=species:S:1:pos:R:3:forces:R:3 method="wB97M-V/def2-TZVPD" smiles="Cc1ccc(C)c(CN2CCC(CNC(=O)Nc3cccc(Cl)c3C)CC2)c1" max_force_ev_per_a=0.6 homo_energy_ev=-8.58 e_above_lowest_kj_mol=8.0
H 2.427314 -2.489473 -0.674429 0.026 -0.073 -0.073
H 0.671423 -3.838623 1.422205 0.021 0.011 -0.114
C 2.448552 -2.064917 0.330136 -0.022 0.228 0.337
H 2.937668 -2.778455 0.996092 0.029 -0.071 -0.003
H 0.132647 -3.487802 -0.238703 0.086 -0.019 0.099
H 2.271007 6.325036 -1.592341 0.005 0.097 0.025
C -4.705640 -1.722945 4.730887 -0.017 0.013 0.038
C 1.285336 0.512685 -0.138828 -0.290 -0.085 -0.179
C -3.400856 -3.002583 3.180216 -0.049 -0.023 -0.091
H -3.508302 -3.404723 5.274716 0.024 -0.064 0.077
C 2.447720 3.547537 -1.532413 0.037 -0.063 -0.113
C -3.835726 -2.764669 4.470249 -0.032 0.123 -0.009
H -5.880905 -0.763963 0.625033 -0.068 0.026 -0.115
H 0.630536 5.720680 -1.387046 -0.056 0.079 0.033
C -5.150104 -0.243467 1.245608 0.029 0.040 0.090
C 3.234161 0.458315 -3.571951 -0.016 -0.042 -0.060
H 0.863257 1.252364 -0.822711 -0.017 -0.007 0.120
C 3.247827 -0.765502 0.299656 0.071 -0.276 -0.124
C 3.438528 1.372107 -0.791308 -0.007 -0.051 -0.007
N -3.404694 -2.413920 0.824591 -0.439 0.101 -0.373
C 0.410104 -0.735342 -0.125050 0.116 0.164 0.313
C 1.817581 3.963348 -3.790376 -0.002 0.073 0.104
H 1.041296 -1.409493 1.816580 0.023 0.022 0.019
H 4.320914 0.395916 -3.507104 0.115 -0.093 -0.019
H -4.302344 0.030578 0.619411 0.018 0.001 -0.068
N -1.164206 -2.890807 1.222946 0.053 0.064 0.232
C 1.464446 5.784408 -2.085910 -0.004 -0.034 0.030
H 4.259441 -0.966824 -0.063369 0.001 0.050 0.060
H -2.762135 -3.846119 2.969714 0.037 -0.067 -0.018
C 0.195165 -3.092025 0.777110 0.278 0.081 0.003
H 2.528934 3.884178 -0.507097 0.017 0.010 0.140
H 1.406986 4.612057 -4.551161 -0.041 0.078 -0.064
C 1.918252 4.411590 -2.483001 -0.020 0.031 -0.074
H 3.330219 -0.358922 1.326624 0.033 0.007 -0.044
C -2.187408 -2.844266 0.328687 -0.086 0.033 0.209
C 2.874202 2.270152 -1.859811 0.044 0.158 0.060
H 2.817553 -0.281683 -2.893244 0.038 -0.096 -0.062
H -4.086989 -2.252654 0.097344 0.212 -0.079 0.002
Cl -6.244990 0.357599 4.056026 -0.132 0.131 0.094
H 0.334569 -1.133529 -1.137490 -0.056 -0.026 -0.080
C -3.818333 -2.181329 2.135037 -0.022 0.041 0.569
C 2.239817 2.689664 -4.129086 0.012 -0.078 0.027
C 2.771803 1.827574 -3.182029 -0.048 0.028 -0.050
H -1.285491 -2.422927 2.108092 -0.076 -0.034 -0.056
H 2.937136 0.227305 -4.591775 0.034 -0.027 -0.086
H -5.058948 -1.533567 5.731585 -0.051 0.037 0.078
H 3.544222 1.942598 0.150198 0.045 -0.037 -0.080
H -5.613924 0.663011 1.622324 -0.016 -0.002 -0.099
H 4.436483 1.036605 -1.092315 0.004 0.016 0.083
C -4.704703 -1.117756 2.377733 0.065 0.046 -0.070
H 2.153743 2.358904 -5.154694 0.001 -0.061 -0.093
H 1.309893 0.958004 0.875586 0.016 0.040 -0.037
O -2.084015 -3.144833 -0.841670 0.083 -0.056 -0.411
H 1.143814 6.354122 -2.954433 -0.031 0.083 -0.019
H -0.594163 -0.466597 0.208664 -0.050 -0.006 -0.034
C -5.136224 -0.922281 3.683938 0.170 -0.272 0.036
C 1.016688 -1.798025 0.789488 -0.131 -0.268 -0.363
N 2.620865 0.183683 -0.597132 0.038 0.095 0.216